# C47H79Cl2FI3N14O3

12 unconnected molecules or ions with the total composition C47H79Cl2FI3N14O3 in a non-equilibrium geometry (ωB97M-V/def2-TZVPD, the Open Molecules 2025 dataset).

Last columns: bonded neighbours and bond lengths (Å).
Geometry (Å):
1 I -3.978 -1.051 -0.658  C26 2.231
2 I 4.699 1.507 -1.642  C56 2.157
3 I 6.326 -3.228 -0.615  C60 2.199
4 Cl 1.942 -2.829 -5.121  C58 1.868
5 Cl -0.456 3.901 -2.028  C50 1.849
6 F 1.394 -5.253 1.151  C59 1.443
7 O 3.447 -3.963 0.224  C51 1.450, H127 0.977
8 O 2.562 -0.820 -1.244  C42 1.380, C66 1.450
9 O -0.905 -0.197 1.019  C27 1.463, C46 1.440
10 N 3.653 5.190 -1.492  C32 1.163
11 N -0.358 3.682 5.917  C25 1.162
12 N -8.604 -1.840 -0.704  C38 1.161
13 N 5.345 2.485 2.656  C52 1.163
14 N 3.376 -1.468 1.049  C42 1.487, C49 1.512, H91 1.032
15 N -4.470 -5.476 2.783  C47 1.161
16 N 7.048 7.896 -4.455  C31 1.162
17 N -7.691 2.313 -0.216  C24 1.175
18 N 0.573 -4.245 -1.009  N20 1.393, H87 1.013, H143 1.010
19 N -6.445 -1.801 -10.334  C55 1.161
20 N 1.150 -3.232 -0.248  N18 1.393, C30 1.540, C51 1.526, C59 1.539
21 N 4.907 5.699 6.310  C67 1.163
22 N -5.743 -2.185 -4.481  C43 1.163
23 N -5.101 -0.541 4.328  C40 1.162
24 C -7.390 2.811 -1.237  N17 1.175, C61 1.491
25 C 0.035 3.590 7.007  N11 1.162, C33 1.491
26 C -2.307 -2.446 -0.169  I1 2.231, C34 1.586, C64 1.617, H140 1.118
27 C 0.308 -1.003 0.882  O9 1.463, C30 1.566, H97 1.136, H123 1.140
28 C 7.070 -0.495 -1.764  C56 1.599, H77 1.138, H80 1.138, H118 1.125
29 C 4.463 6.365 -3.729  C32 1.491, H88 1.090, H96 1.087, H113 1.091
30 C 0.394 -1.899 -0.400  N20 1.540, C27 1.566, C34 1.583, C66 1.644
31 C 7.490 7.226 -5.295  N16 1.162, C57 1.491
32 C 4.008 5.704 -2.472  N10 1.163, C29 1.491
33 C 0.542 3.473 8.405  C25 1.491, H72 1.090, H73 1.090, H117 1.090
34 C -1.053 -2.002 -1.033  C26 1.586, C30 1.583, H135 1.137, H137 1.140
35 C 3.096 -3.558 -2.068  C51 1.575, H83 1.138, H98 1.139, H130 1.131
36 C -3.480 -5.594 5.244  C47 1.494, H116 1.090, H131 1.090, H146 1.090
37 C 1.044 1.540 -2.582  C39 1.572, C50 1.589, H125 1.141, H138 1.120
38 C -8.193 -1.358 0.270  N12 1.161, C65 1.493
39 C 0.715 0.589 -1.374  C37 1.572, C66 1.630, H75 1.122, H124 1.141
40 C -5.435 0.565 4.443  N23 1.162, C63 1.491
41 C -0.719 -2.480 -4.749  C58 1.624, H100 1.135, H136 1.128, H142 1.128
42 C 3.283 -1.662 -0.422  O8 1.380, N14 1.487, C51 1.621, C60 1.625
43 C -6.585 -1.489 -4.082  N22 1.163, C68 1.489
44 C -0.062 -4.968 3.168  C62 1.629, H102 1.123, H109 1.139, H148 1.137
45 C 6.269 3.491 4.930  C52 1.490, H101 1.091, H108 1.090, H147 1.095
46 C -0.679 0.843 1.989  O9 1.440, C54 1.610, H90 1.130, H119 1.127
47 C -4.036 -5.527 3.859  N15 1.161, C36 1.494
48 C 2.349 6.253 5.879  C67 1.491, H82 1.090, H120 1.091, H129 1.090
49 C 3.803 -0.079 1.465  N14 1.512, C70 1.614, H89 1.123, H93 1.126
50 C 1.184 3.053 -2.117  Cl5 1.849, C37 1.589, H134 1.120, H139 1.124
51 C 2.624 -3.129 -0.629  O7 1.450, N20 1.526, C35 1.575, C42 1.621
52 C 5.750 2.924 3.653  N13 1.163, C45 1.490
53 C -5.468 -1.915 -7.870  C55 1.491, H95 1.089, H106 1.090, H107 1.090
54 C -2.034 0.951 2.853  C46 1.610, H94 1.138, H99 1.127, H104 1.128
55 C -6.017 -1.851 -9.255  N19 1.161, C53 1.491
56 C 5.523 -0.467 -1.361  I2 2.157, C28 1.599, C60 1.425
57 C 8.057 6.367 -6.374  C31 1.491, H76 1.090, H85 1.090, H128 1.090
58 C 0.620 -2.548 -3.831  Cl4 1.868, C41 1.624, C69 1.556, H79 1.113
59 C 1.071 -3.847 1.161  F6 1.443, N20 1.539, C62 1.582, H132 1.136
60 C 4.852 -1.612 -0.845  I3 2.199, C42 1.625, C56 1.425
61 C -7.021 3.456 -2.530  C24 1.491, H74 1.090, H133 1.090, H144 1.090
62 C -0.334 -4.030 1.864  C44 1.629, C59 1.582, H103 1.116, H115 1.138
63 C -5.864 1.986 4.591  C40 1.491, H111 1.090, H141 1.090, H149 1.090
64 C -2.928 -3.878 -0.593  C26 1.617, H84 1.129, H112 1.126, H122 1.140
65 C -7.670 -0.738 1.524  C38 1.493, H92 1.091, H105 1.090, H110 1.090
66 C 1.149 -0.974 -1.531  O8 1.450, C30 1.644, C39 1.630, C69 1.571
67 C 3.787 5.944 6.121  N21 1.163, C48 1.491
68 C -7.664 -0.597 -3.575  C43 1.489, H114 1.090, H126 1.090, H145 1.090
69 C 0.802 -1.219 -3.044  C58 1.556, C66 1.571, H86 1.139, H121 1.143
70 C 3.476 -0.002 3.043  C49 1.614, H71 1.122, H78 1.139, H81 1.135
71 H 4.148 0.722 3.576  C70 1.122
72 H 1.290 4.243 8.593  C33 1.090
73 H 0.994 2.492 8.553  C33 1.090
74 H -5.936 3.531 -2.609  C61 1.090
75 H -0.379 0.725 -1.166  C39 1.122
76 H 9.135 6.515 -6.436  C57 1.090
77 H 7.731 -0.686 -0.858  C28 1.138
78 H 2.412 0.367 3.215  C70 1.139
79 H 0.520 -3.531 -3.318  C58 1.113
80 H 7.242 -1.272 -2.577  C28 1.138
81 H 3.529 -1.020 3.542  C70 1.135
82 H 2.244 6.831 4.961  C48 1.090
83 H 3.351 -2.700 -2.771  C35 1.138
84 H -2.313 -4.405 -1.380  C64 1.129
85 H 7.852 5.318 -6.158  C57 1.090
86 H -0.168 -0.657 -3.246  C69 1.139
87 H -0.358 -4.564 -0.769  N18 1.013
88 H 4.116 7.397 -3.751  C29 1.090
89 H 3.191 0.721 0.968  C49 1.123
90 H -0.557 1.821 1.434  C46 1.130
91 H 4.165 -1.995 1.457  N14 1.032
92 H -7.251 -1.508 2.173  C65 1.091
93 H 4.917 0.060 1.383  C49 1.126
94 H -2.016 0.043 3.539  C54 1.138
95 H -6.273 -1.797 -7.146  C53 1.089
96 H 5.550 6.355 -3.779  C29 1.087
97 H 0.370 -1.492 1.905  C27 1.136
98 H 4.047 -4.185 -2.054  C35 1.139
99 H -2.936 0.865 2.183  C54 1.127
100 H -0.497 -1.821 -5.646  C41 1.135
101 H 6.645 2.689 5.566  C45 1.091
102 H -0.200 -6.060 2.943  C44 1.123
103 H -0.829 -3.133 2.308  C62 1.116
104 H -2.017 1.917 3.436  C54 1.128
105 H -6.893 -0.013 1.285  C65 1.090
106 H -4.738 -1.119 -7.724  C53 1.090
107 H -4.983 -2.878 -7.708  C53 1.090
108 H 7.079 4.191 4.723  C45 1.090
109 H 0.976 -4.727 3.567  C44 1.139
110 H -8.479 -0.233 2.051  C65 1.090
111 H -6.949 2.037 4.684  C63 1.090
112 H -3.975 -3.792 -1.000  C64 1.126
113 H 4.061 5.834 -4.593  C29 1.091
114 H -7.361 0.445 -3.679  C68 1.090
115 H -1.086 -4.639 1.266  C62 1.138
116 H -2.754 -4.794 5.393  C36 1.090
117 H -0.282 3.596 9.108  C33 1.090
118 H 7.419 0.483 -2.196  C28 1.125
119 H 0.138 0.627 2.733  C46 1.127
120 H 1.781 5.327 5.784  C48 1.091
121 H 1.669 -0.750 -3.623  C69 1.143
122 H -3.018 -4.539 0.332  C64 1.140
123 H 1.144 -0.243 1.028  C27 1.140
124 H 1.288 1.080 -0.518  C39 1.141
125 H 0.146 1.530 -3.286  C37 1.141
126 H -8.579 -0.762 -4.145  C68 1.090
127 H 3.455 -4.874 -0.130  O7 0.977
128 H 7.605 6.630 -7.331  C57 1.090
129 H 1.949 6.833 6.712  C48 1.090
130 H 2.405 -4.208 -2.684  C35 1.131
131 H -2.987 -6.554 5.400  C36 1.090
132 H 1.718 -3.280 1.903  C59 1.136
133 H -7.399 2.861 -3.362  C61 1.090
134 H 1.797 3.596 -2.881  C50 1.120
135 H -1.381 -1.017 -1.496  C34 1.137
136 H -1.557 -2.042 -4.135  C41 1.128
137 H -1.143 -2.707 -1.924  C34 1.140
138 H 1.938 1.295 -3.212  C37 1.120
139 H 1.732 3.088 -1.137  C50 1.124
140 H -2.234 -2.305 0.937  C26 1.118
141 H -5.408 2.418 5.482  C63 1.090
142 H -0.988 -3.524 -5.082  C41 1.128
143 H 1.123 -5.055 -1.258  N18 1.010
144 H -7.452 4.455 -2.581  C61 1.090
145 H -7.857 -0.811 -2.524  C68 1.090
146 H -4.284 -5.485 5.972  C36 1.090
147 H 5.465 4.019 5.452  C45 1.095
148 H -0.769 -4.647 3.999  C44 1.137
149 H -5.553 2.558 3.717  C63 1.090

Net charge: +1
Frontier orbital gap in eV: 8.506
Largest force on an atom in Eh/bohr: 0.1080